# 1
{"formula": "C53H44ClCuGeN3O2PS", "method": "ωB97M-V/def2-TZVPD", "largest_force_ha_per_bohr": 0.0700, "charge": 1, "orbital_gap_ev": [7.68, 5.48], "s_squared": 0.754, "homo_energy_ev": [-10.182, -10.182], "multiplicity": 2, "de_lowest_kj_mol": 0.00, "elements": ["Cu", "Cl", "C", "C", "C", "C", "C", "C", "P", "C", "C", "C", "C", "C", "C", "C", "C", "C", "C", "C", "C", "H", "H", "H", "H", "H", "H", "H", "H", "H", "H", "H", "H", "H", "H", "O", "C", "O", "C", "C", "Ge", "C", "C", "C", "C", "C", "C", "C", "C", "C", "C", "C", "C", "C", "C", "C", "C", "C", "C", "H", "H", "H", "H", "H", "H", "H", "H", "H", "H", "H", "H", "H", "H", "H", "H", "H", "H", "H", "N", "C", "N", "C", "C", "C", "C", "C", "C", "S", "H", "H", "H", "H", "H", "H", "N", "C", "C", "C", "C", "C", "C", "C", "H", "H", "H", "H", "H"], "positions_angstrom": [[14.067522, 12.074616, 11.895947], [11.778638, 12.348318, 14.637189], [12.196708, 10.702158, 15.065310], [11.973063, 10.325759, 16.407591], [12.142673, 8.975094, 16.780214], [12.328801, 8.002467, 15.825569], [12.548640, 8.365478, 14.520571], [12.608307, 9.723314, 14.146868], [12.955755, 10.100936, 12.408720], [14.123381, 8.786607, 11.912652], [14.239583, 8.336374, 10.573080], [15.191375, 7.354341, 10.218866], [16.080818, 6.903468, 11.178340], [16.012009, 7.386056, 12.510513], [14.979522, 8.219776, 12.896601], [11.380279, 9.493853, 11.587252], [10.198483, 10.231911, 11.809086], [8.979250, 9.871669, 11.289913], [8.822138, 8.701063, 10.543971], [9.978213, 7.920829, 10.419523], [11.214256, 8.234030, 10.942085], [11.705130, 11.070148, 17.176036], [12.116202, 8.750512, 17.857954], [12.224576, 6.954342, 16.081515], [12.779163, 7.639949, 13.705138], [13.540518, 8.818026, 9.886146], [15.119708, 6.840089, 9.275860], [16.830911, 6.187871, 10.821323], [16.677502, 6.984729, 13.240467], [14.940034, 8.677833, 13.904103], [10.295875, 11.080005, 12.429942], [8.179068, 10.528528, 11.570450], [7.869119, 8.357897, 10.088619], [9.839773, 7.112941, 9.730560], [11.998135, 7.498875, 10.733625], [17.115392, 11.357493, 12.297746], [16.462631, 11.478844, 13.376029], [15.258163, 11.859368, 13.482542], [17.316483, 11.139186, 14.612301], [18.373088, 10.120458, 14.287011], [19.950598, 10.878445, 13.257814], [20.337607, 12.767870, 13.584429], [21.333968, 13.148522, 14.470525], [21.961610, 14.382532, 14.487749], [21.513007, 15.387008, 13.637250], [20.333071, 15.138984, 12.958611], [19.732679, 13.875989, 12.933683], [20.176064, 10.452301, 11.328199], [19.734099, 11.337577, 10.393790], [19.723232, 11.020700, 9.020873], [20.411628, 9.854793, 8.612510], [20.930013, 8.964895, 9.578312], [20.708132, 9.231741, 10.898955], [21.640654, 10.027818, 13.999399], [22.793822, 10.202339, 13.222942], [23.984790, 9.559848, 13.558406], [24.018834, 8.692520, 14.668631], [22.893451, 8.589650, 15.483964], [21.741607, 9.355638, 15.213471], [16.632194, 10.885543, 15.406273], [17.834060, 12.058857, 14.879953], [17.959619, 9.441314, 13.540948], [18.651960, 9.464463, 15.119029], [21.655926, 12.361678, 15.205575], [22.868169, 14.583509, 15.001484], [22.098649, 16.246284, 13.336361], [19.961466, 15.874902, 12.258928], [18.735856, 13.758760, 12.520816], [19.303570, 12.281353, 10.625443], [19.397420, 11.842339, 8.426591], [20.426628, 9.552211, 7.571848], [21.470540, 8.035915, 9.317095], [21.171852, 8.540514, 11.615079], [22.753945, 10.873821, 12.373191], [24.926695, 9.748234, 13.066614], [24.928608, 8.131146, 14.892568], [22.940729, 7.974485, 16.407166], [20.928859, 9.414467, 15.930100], [16.173614, 11.574384, 9.598633], [14.963162, 11.654496, 9.076182], [13.861481, 11.920663, 9.856590], [12.762901, 12.261127, 9.100482], [11.471830, 12.672659, 9.517675], [10.571462, 13.093391, 8.599263], [10.887565, 13.193829, 7.224411], [12.176433, 12.864947, 6.795394], [13.057976, 12.314163, 7.712941], [14.690581, 11.788433, 7.370159], [16.292978, 11.609175, 10.647118], [16.969067, 11.337667, 9.055293], [11.234056, 12.598219, 10.658921], [9.540459, 13.331885, 8.903574], [10.210314, 13.565249, 6.447483], [12.415182, 12.917968, 5.707050], [13.383441, 13.947803, 12.127192], [12.811225, 14.928928, 12.271474], [12.245687, 16.217448, 12.579894], [11.368275, 16.927257, 11.759969], [10.934317, 18.221505, 12.197528], [11.378935, 18.750632, 13.398799], [12.338426, 18.045598, 14.168988], [12.705467, 16.768735, 13.773314], [10.963563, 16.481322, 10.866937], [10.239872, 18.754456, 11.560399], [10.957566, 19.641029, 13.786669], [12.819458, 18.370553, 15.076262], [13.165710, 16.024534, 14.456036]], "forces_ev_per_angstrom": [[0.29, -0.42, -0.06], [0.45, -0.41, -0.21], [-0.31, -0.78, 1.10], [0.52, -0.33, -0.14], [-0.28, 1.61, 0.81], [-0.28, -0.75, -0.10], [0.58, 0.34, -1.22], [-0.68, 0.40, 0.20], [-0.66, -1.63, -0.90], [1.04, -0.89, -0.13], [-0.05, 0.64, 0.95], [-1.17, 0.57, 0.85], [0.13, 0.25, 0.26], [-0.57, -0.83, -1.13], [0.35, 1.81, -0.45], [-0.52, -0.74, 0.19], [1.66, -0.89, -0.55], [-0.67, -0.29, 0.15], [0.61, 0.31, 0.45], [-1.47, 0.26, -0.87], [0.52, 0.85, -0.05], [0.19, -0.40, -0.64], [-0.27, -0.11, -0.69], [0.34, 0.05, 0.07], [-0.47, 0.40, 1.09], [0.42, -0.51, -0.31], [0.27, 0.32, -0.41], [-0.21, 0.21, 0.65], [0.48, -0.04, 0.39], [0.16, -0.79, -0.57], [-0.19, 1.08, 0.48], [-0.61, 0.03, -0.25], [0.81, 0.51, 0.44], [0.43, -0.87, 0.13], [-0.10, 0.63, 0.35], [-1.69, 0.59, 0.26], [2.64, -0.52, -1.10], [-0.99, 0.11, -0.07], [-0.87, 0.84, -0.31], [0.51, -0.79, -1.23], [1.05, -0.90, 1.16], [-1.20, 1.89, -0.16], [1.01, -1.91, 1.46], [-0.33, 0.76, -0.91], [-0.20, -0.88, -0.61], [-0.36, -0.33, -0.88], [0.14, -0.44, 0.64], [-0.54, -0.50, 1.42], [-0.66, -0.29, -1.77], [1.88, -0.88, 1.34], [-0.94, 0.01, 0.11], [-0.44, -0.02, -1.21], [1.15, 0.07, 1.27], [-0.58, 0.76, -0.18], [0.38, -0.44, 0.23], [-0.18, -0.21, 0.93], [-0.43, 0.23, -0.36], [0.03, 0.20, 0.87], [0.45, -0.69, -0.48], [-0.04, -0.25, 0.51], [-0.29, 0.40, 0.29], [-0.07, -0.25, -0.02], [0.24, 0.54, 0.06], [0.17, 0.84, -0.93], [0.51, -0.27, 0.86], [-0.02, 0.20, 0.64], [-0.27, 0.25, 0.21], [0.25, -0.04, -0.64], [-0.21, 0.66, 0.63], [-0.27, -0.02, -1.15], [0.26, 0.27, -0.06], [-0.47, 0.73, -0.12], [-0.51, 0.27, -0.05], [0.08, -0.13, -0.14], [-0.10, 0.05, -0.45], [-0.31, 0.21, 0.00], [-0.05, 0.48, -0.73], [-0.04, -0.37, -0.07], [-0.71, -0.20, 1.52], [-1.36, 1.36, 1.20], [1.75, -0.78, 0.08], [-0.40, 0.71, -1.56], [1.58, -1.09, 3.05], [-1.74, 0.51, -1.51], [0.82, 0.18, -0.01], [-0.79, -0.64, -0.88], [-0.34, 0.37, 0.44], [-0.23, -0.07, 0.37], [0.44, -0.37, -0.82], [0.63, -0.22, -0.39], [0.30, 0.24, -2.32], [0.62, -0.03, -0.05], [-0.04, -0.15, 0.71], [-0.07, 0.03, 1.08], [-0.08, 0.15, -0.16], [-0.24, 0.49, -0.03], [-0.24, 0.18, -0.44], [-0.17, 1.20, 0.84], [0.40, -1.68, -0.56], [1.18, -1.21, 0.26], [-0.38, -0.69, -0.67], [-0.17, -0.80, 0.82], [0.09, 0.08, -0.25], [-0.06, 0.03, 0.21], [-0.12, 0.93, 0.09], [-0.51, 0.56, 0.23], [0.37, 1.13, -0.38]]}

=====

# 2
{"formula": "C53H47BBrF4N2O2PSb2Ti", "method": "ωB97M-V/def2-TZVPD", "largest_force_ha_per_bohr": 0.0359, "charge": 1, "orbital_gap_ev": [6.40, 6.36], "s_squared": 0.754, "homo_energy_ev": [-10.472, -10.472], "multiplicity": 2, "de_lowest_kj_mol": 0.00, "elements": ["Ti", "Br", "C", "C", "C", "C", "C", "C", "N", "C", "C", "C", "C", "C", "C", "N", "H", "H", "H", "H", "H", "H", "H", "H", "H", "C", "C", "C", "Sb", "C", "C", "C", "C", "C", "C", "C", "C", "C", "C", "C", "C", "Sb", "C", "C", "C", "C", "C", "C", "C", "C", "C", "C", "C", "C", "H", "H", "H", "H", "H", "H", "H", "H", "H", "H", "H", "H", "H", "H", "H", "H", "H", "H", "H", "H", "H", "H", "H", "H", "H", "H", "O", "C", "O", "C", "P", "C", "C", "C", "C", "C", "C", "C", "C", "C", "C", "C", "C", "H", "H", "H", "H", "H", "H", "H", "H", "H", "H", "H", "H", "F", "B", "F", "F", "F"], "positions_angstrom": [[1.001860, 1.378581, -1.511678], [-0.415974, 2.231798, -8.800044], [-0.386677, 2.358095, -6.925268], [0.195794, 3.466950, -6.329869], [0.224933, 3.562571, -4.946256], [-0.334800, 2.547386, -4.189801], [-0.891594, 1.424867, -4.780925], [-0.931114, 1.333632, -6.161263], [-0.291809, 2.592488, -2.749223], [-0.555251, 3.685684, -2.142087], [-0.451134, 3.709943, -0.658164], [-0.769922, 4.816126, 0.086446], [-0.689346, 4.712625, 1.482558], [-0.314237, 3.511290, 2.043087], [0.008926, 2.440052, 1.205985], [-0.047951, 2.539569, -0.114069], [0.640151, 4.240985, -6.938521], [0.727121, 4.397673, -4.475220], [-1.309124, 0.640802, -4.159725], [-1.375445, 0.474390, -6.641742], [-0.907016, 4.565369, -2.681054], [-1.074929, 5.732852, -0.397354], [-0.920336, 5.567964, 2.101768], [-0.250040, 3.368967, 3.112172], [0.326545, 1.485337, 1.613777], [-1.192385, -2.397798, -2.530075], [-2.596480, -2.657004, -1.972552], [-3.618408, -1.526798, -2.136900], [-3.145117, 0.455214, -1.464130], [-5.090200, 1.300560, -1.595934], [-6.235588, 0.616945, -1.193820], [-7.466282, 1.253685, -1.179290], [-7.565187, 2.586122, -1.558851], [-6.433652, 3.277260, -1.959176], [-5.201837, 2.633922, -1.977522], [-3.237403, 0.104031, 0.642590], [-3.082376, 1.206968, 1.483912], [-3.185934, 1.076997, 2.860001], [-3.466255, -0.164211, 3.419070], [-3.653536, -1.261301, 2.594870], [-3.534412, -1.126931, 1.216056], [0.157615, -1.371710, -1.216372], [1.959920, -2.173871, -1.982571], [2.076051, -2.555916, -3.313912], [3.279359, -3.057179, -3.793842], [4.368869, -3.178702, -2.945112], [4.255911, -2.802542, -1.613570], [3.056780, -2.297823, -1.135899], [0.007711, -2.665074, 0.435660], [0.312705, -4.013217, 0.260590], [0.222431, -4.890173, 1.332754], [-0.170302, -4.426668, 2.581825], [-0.472856, -3.084725, 2.760534], [-0.380771, -2.207017, 1.689414], [-1.241650, -1.875441, -3.489014], [-0.673896, -3.343726, -2.699026], [-2.520870, -2.962696, -0.926321], [-2.999933, -3.523544, -2.503671], [-4.564113, -1.804767, -1.669312], [-3.826438, -1.385456, -3.201501], [-6.179195, -0.417546, -0.874921], [-8.348883, 0.712567, -0.866478], [-8.525943, 3.082589, -1.542211], [-6.508637, 4.313431, -2.260919], [-4.325924, 3.183054, -2.307371], [-2.907417, 2.192527, 1.062209], [-3.065892, 1.943187, 3.498327], [-3.553432, -0.269418, 4.491994], [-3.890051, -2.227032, 3.020938], [-3.687234, -2.001490, 0.596952], [1.241298, -2.456332, -3.999282], [3.364718, -3.350648, -4.831429], [5.306809, -3.564071, -3.320672], [5.101179, -2.901412, -0.944601], [2.975102, -2.015284, -0.093415], [0.641339, -4.388622, -0.702158], [0.463693, -5.935379, 1.192440], [-0.238848, -5.111955, 3.415908], [-0.781685, -2.717151, 3.730638], [-0.613315, -1.159442, 1.843964], [3.015949, 2.729800, 0.560824], [3.020536, 1.526327, 0.576999], [2.245988, 0.797907, -0.267397], [3.780671, 0.684458, 1.552214], [2.665373, -0.541038, 2.379034], [3.842042, -1.758133, 3.036344], [3.567631, -3.096218, 2.768733], [4.406669, -4.096806, 3.246449], [5.524092, -3.758766, 3.990732], [5.806783, -2.423392, 4.263219], [4.968099, -1.429276, 3.792777], [2.138494, 0.369353, 3.876648], [1.572410, -0.366980, 4.922028], [1.048986, 0.265067, 6.034998], [1.067696, 1.652671, 6.126323], [1.619123, 2.395925, 5.097181], [2.146412, 1.759680, 3.976718], [4.301338, 1.341033, 2.244655], [4.516982, 0.101541, 0.990130], [2.692744, -3.356079, 2.183487], [4.184716, -5.133943, 3.033731], [6.178868, -4.533844, 4.365962], [6.679930, -2.163852, 4.846579], [5.186384, -0.392848, 4.023217], [1.565019, -1.450003, 4.872145], [0.629960, -0.324760, 6.839432], [0.663121, 2.147408, 6.998760], [1.659529, 3.474933, 5.167729], [2.569143, 2.370861, 3.190573], [1.878217, 0.643572, -3.234276], [3.104111, 1.558078, -3.254860], [2.459822, 2.666272, -2.516624], [4.093465, 1.013649, -2.531237], [3.381914, 1.872423, -4.525575]], "forces_ev_per_angstrom": [[1.05, -1.41, -0.55], [-0.01, -0.02, -0.10], [0.02, 0.04, 0.08], [-0.02, -0.03, 0.07], [0.01, 0.02, -0.23], [0.03, -0.07, 0.66], [-0.02, -0.05, -0.15], [0.02, 0.03, 0.06], [0.02, 0.74, -0.37], [-0.21, -0.22, 0.42], [-0.14, -0.06, -0.86], [-0.05, 0.00, 0.49], [-0.01, 0.05, -0.33], [0.04, -0.26, -0.12], [-0.06, 0.14, 0.27], [-0.12, 0.61, 0.26], [0.01, 0.00, -0.01], [0.00, -0.02, 0.04], [0.02, 0.03, -0.01], [0.00, -0.02, -0.03], [0.04, 0.01, 0.10], [0.00, 0.02, 0.00], [-0.02, -0.01, 0.03], [0.01, 0.03, 0.02], [0.00, 0.06, -0.02], [-0.20, 0.03, 0.01], [0.02, 0.04, 0.00], [0.02, -0.11, -0.14], [0.27, 0.13, 0.08], [-0.09, -0.01, 0.07], [0.01, -0.02, 0.01], [0.00, 0.02, -0.02], [-0.03, -0.01, 0.00], [0.02, -0.02, -0.02], [-0.03, 0.01, -0.08], [-0.13, 0.05, 0.04], [0.07, 0.00, -0.01], [0.01, -0.03, 0.02], [0.01, 0.03, 0.01], [0.04, 0.01, -0.04], [-0.03, -0.04, 0.02], [0.06, -0.11, -0.23], [0.02, -0.05, -0.06], [0.02, 0.03, -0.07], [-0.01, 0.01, 0.01], [0.00, 0.01, 0.02], [0.00, 0.01, -0.01], [0.02, -0.06, 0.02], [-0.13, 0.02, 0.26], [0.02, -0.01, 0.03], [0.00, 0.00, -0.01], [0.00, 0.03, 0.01], [0.00, -0.02, -0.02], [-0.04, 0.05, 0.00], [0.04, 0.01, 0.01], [-0.05, 0.00, -0.05], [0.01, 0.01, 0.01], [0.00, -0.05, 0.03], [0.00, -0.05, -0.01], [-0.05, -0.02, 0.00], [0.03, 0.00, 0.02], [-0.02, -0.01, 0.01], [-0.02, 0.01, 0.00], [0.00, 0.02, -0.01], [0.03, 0.00, 0.02], [0.04, 0.01, -0.03], [0.00, 0.02, 0.01], [-0.01, 0.01, 0.03], [0.00, -0.03, 0.01], [-0.01, -0.01, -0.02], [-0.01, 0.00, 0.03], [0.00, 0.00, -0.02], [0.01, -0.02, -0.01], [0.01, 0.00, 0.00], [-0.03, 0.03, 0.05], [0.00, 0.03, -0.02], [0.00, -0.02, -0.01], [0.00, -0.02, 0.01], [0.00, 0.01, 0.02], [-0.02, 0.01, 0.00], [-0.08, 0.09, -0.03], [-0.30, -0.26, -0.05], [0.05, 0.72, 0.14], [0.22, -0.01, 0.01], [-0.23, 0.00, -0.10], [0.04, -0.04, 0.11], [0.05, -0.05, -0.01], [-0.02, 0.04, -0.02], [0.03, 0.01, 0.03], [-0.01, -0.06, -0.01], [-0.02, 0.05, 0.00], [-0.02, 0.08, 0.05], [0.09, -0.04, -0.04], [-0.03, 0.05, 0.04], [-0.02, -0.03, 0.02], [0.01, -0.08, -0.05], [-0.02, -0.01, 0.01], [0.13, -0.01, 0.02], [-0.06, -0.03, 0.01], [-0.05, 0.00, -0.01], [0.00, -0.02, 0.00], [0.01, -0.01, 0.00], [0.01, 0.01, 0.01], [-0.02, 0.02, 0.00], [-0.01, -0.03, -0.03], [-0.01, -0.01, 0.01], [0.00, 0.00, 0.03], [0.00, 0.05, 0.00], [0.08, 0.03, -0.09], [0.03, -0.10, 0.22], [-0.29, 0.10, -0.27], [0.02, -0.04, 0.24], [0.04, -0.10, 0.16], [-0.10, 0.19, -0.08]]}